40
Properties=species:S:1:pos:R:3:mulliken_charge:R:1 method="wB97M-V/def2-TZVPD" e_homo_ev="-5.255 / -5.255" charge=-1 mol_weight_g_mol=614.4 fmax_ev_per_a=1.0 orbital_gap_ev="7.7 / 7.7" lumo_ha="0.091 / 0.091" de_lowest_kcal_mol=16.7
Pt 1.5326 0.1538 0.1390 1.64
N -0.3194 0.3443 1.4086 -0.99
C -1.3541 -0.5515 0.8634 0.78
C -2.7196 0.1073 0.6489 -1.20
C -2.7363 1.5249 0.0613 -1.08
C -1.7963 1.8262 -1.1037 -0.15
N -1.7569 0.7648 -2.1054 -0.02
C -0.6536 0.4499 -2.7909 0.42
N -0.6514 -0.7372 -3.4422 -0.55
N 0.3665 1.2917 -2.8876 -0.46
C -0.8872 -1.2798 -0.4026 0.33
O -1.7078 -1.9310 -1.0622 -0.82
O 0.3310 -1.1415 -0.7659 -0.82
H -0.0048 0.0846 2.3399 0.34
H -0.5305 1.3328 1.3826 0.18
H -1.4743 -1.3752 1.5706 0.51
H -3.2542 0.1512 1.6005 0.43
H -3.2905 -0.5770 0.0194 0.40
H -2.4770 2.2566 0.8315 0.40
H -3.7699 1.7610 -0.2078 0.38
H -0.7908 1.9702 -0.7161 -0.20
H -2.0971 2.7646 -1.5753 0.40
H -2.4437 0.0284 -2.0497 0.40
H -1.0770 -1.4718 -2.8754 0.37
H 0.2565 -1.0072 -3.7878 0.30
H 0.4753 2.0287 -2.1660 0.36
H 1.2716 0.8886 -3.0982 0.32
O 3.4168 3.5394 -0.7243 -0.66
S 2.5826 2.3771 -0.6520 1.17
O 2.7768 1.6206 0.7023 -0.71
O 2.8719 1.3326 -1.6768 -0.77
O 1.1120 2.6797 -0.7034 -0.72
F 3.9904 -2.6066 3.7203 -0.22
C 2.8377 -3.1868 3.3751 0.38
F 3.1272 -4.3105 2.7045 -0.23
F 2.2016 -3.5409 4.5024 -0.24
S 1.7976 -2.0514 2.3723 1.50
O 1.6728 -0.8854 3.2241 -0.75
O 0.5635 -2.7739 2.1517 -0.67
O 2.6083 -1.8511 1.1752 -0.75